No. 1
{"formula": "C22H34Cl30O4", "method": "ωB97M-V with the def2-TZVPD basis set", "e_tot_ev": -407226.284, "multiplicity": 1, "mol_weight_g_mol": 1426.100, "symbols": ["H", "Cl", "C", "H", "Cl", "C", "O", "C", "C", "H", "C", "H", "Cl", "O", "H", "H", "Cl", "H", "H", "C", "C", "H", "Cl", "H", "H", "H", "H", "Cl", "C", "Cl", "Cl", "H", "H", "H", "Cl", "C", "Cl", "Cl", "H", "O", "Cl", "H", "H", "Cl", "O", "C", "Cl", "H", "C", "C", "Cl", "Cl", "C", "H", "H", "Cl", "H", "H", "H", "C", "H", "C", "Cl", "Cl", "Cl", "Cl", "Cl", "C", "Cl", "C", "Cl", "H", "H", "Cl", "Cl", "H", "H", "H", "C", "C", "H", "Cl", "C", "C", "H", "H", "Cl", "C", "Cl", "Cl"], "xyz": [[-15.786, -11.796, -2.096], [-21.275, -13.844, -2.099], [-15.683, -12.205, -3.133], [-15.979, -18.886, 8.920], [-23.539, -12.167, -2.884], [-20.486, -16.909, 6.754], [-19.133, -16.187, -1.256], [-19.331, -13.716, 0.970], [-18.018, -17.909, -0.052], [-18.296, -18.259, -3.119], [-16.508, -13.483, -3.359], [-16.043, -11.445, -3.856], [-14.094, -14.980, 1.184], [-13.159, -18.929, 7.620], [-25.975, -17.149, 2.139], [-18.284, -14.557, -2.942], [-13.600, -17.922, 4.126], [-20.879, -16.089, 7.296], [-20.729, -17.923, 7.267], [-18.025, -13.481, -3.113], [-19.178, -10.378, 7.503], [-14.459, -17.964, 9.412], [-26.730, -15.859, 0.422], [-18.540, -13.081, -3.979], [-15.673, -20.694, 7.028], [-17.876, -15.460, 5.776], [-17.450, -15.594, 7.507], [-17.644, -13.620, 1.300], [-18.954, -16.936, 6.998], [-21.621, -17.667, 1.218], [-22.945, -11.193, 4.209], [-18.966, -14.747, 7.050], [-14.788, -17.338, 2.339], [-15.900, -19.135, 6.053], [-17.470, -9.703, -1.304], [-14.363, -19.008, 7.540], [-19.151, -21.255, 4.456], [-13.669, -15.081, -1.719], [-18.381, -18.936, -0.203], [-18.368, -17.955, 7.240], [-18.273, -11.838, 8.122], [-16.699, -17.954, -2.473], [-20.639, -22.196, 6.012], [-20.177, -14.398, 2.340], [-15.978, -14.504, -3.689], [-18.389, -17.147, -1.264], [-20.352, -10.851, 6.322], [-22.227, -12.186, -0.974], [-16.410, -8.644, -0.336], [-19.591, -22.150, 5.976], [-19.100, -23.761, 5.913], [-21.534, -18.737, -1.541], [-15.170, -18.214, 8.605], [-18.444, -9.743, 6.975], [-17.587, -16.619, -3.196], [-14.766, -8.596, -0.918], [-16.831, -7.608, -0.237], [-18.259, -12.935, -2.212], [-21.783, -16.452, -0.792], [-18.297, -15.610, 6.827], [-12.187, -15.660, -0.064], [-15.219, -19.819, 6.512], [-22.417, -9.724, 1.743], [-19.874, -9.353, 8.727], [-18.858, -21.227, 7.344], [-16.381, -17.093, 4.141], [-13.565, -17.511, -0.277], [-26.172, -16.087, 2.103], [-23.235, -8.282, 4.202], [-17.703, -17.555, -2.574], [-27.519, -15.790, 3.253], [-18.579, -17.552, 0.828], [-20.735, -16.903, 5.645], [-15.683, -19.490, 2.758], [-24.951, -14.957, 2.527], [-14.621, -12.299, -3.362], [-15.465, -17.314, 8.081], [-14.602, -20.322, 5.777], [-15.069, -17.944, 3.162], [-22.421, -9.719, 3.524], [-21.369, -9.599, 3.835], [-23.865, -17.445, -0.479], [-22.666, -12.948, -1.549], [-13.246, -15.799, -0.191], [-16.936, -17.881, 0.091], [-19.469, -14.373, 0.103], [-23.626, -13.859, -0.427], [-22.127, -17.416, -0.447], [-16.326, -9.272, 1.394], [-19.939, -12.071, 0.654]], "lowdin_charge": [0.051, 0.607, -0.045, 0.077, 0.550, -0.013, -0.008, -1.580, -0.026, 0.072, -0.487, 0.086, 0.518, 0.040, 0.011, 0.060, 0.586, 0.048, 0.109, -0.031, -1.559, 0.084, 0.488, 0.085, 0.081, 0.073, 0.074, 0.552, -0.525, 0.535, 0.559, 0.066, -0.098, 0.018, 0.521, -0.468, 0.466, 0.595, 0.097, 0.031, 0.488, 0.076, -0.011, 0.533, 0.022, -0.498, 0.547, -0.066, -1.482, -1.533, 0.598, 0.518, -0.020, 0.019, 0.082, 0.537, 0.039, 0.047, -0.035, -0.044, 0.009, -0.048, 0.508, 0.559, 0.515, 0.492, 0.566, -1.542, 0.522, 0.003, 0.493, 0.072, 0.103, 0.587, 0.542, 0.069, 0.064, 0.053, -1.520, -1.600, -0.013, 0.522, -1.573, -1.520, 0.071, -0.031, 0.554, -1.514, 0.439, 0.502]}

No. 2
{"formula": "C22H34F12O9P", "method": "ωB97M-V with the def2-TZVPD basis set", "relative_energy_kj_mol": 0.00, "multiplicity": 1, "mol_weight_g_mol": 701.455, "total_charge": 1, "symbols": ["C", "O", "H", "F", "C", "H", "C", "C", "F", "H", "H", "F", "H", "F", "F", "H", "O", "C", "H", "C", "H", "C", "H", "O", "H", "H", "H", "F", "H", "H", "H", "H", "H", "C", "O", "F", "H", "H", "C", "C", "O", "H", "F", "C", "H", "H", "C", "C", "H", "H", "H", "O", "C", "H", "F", "O", "C", "H", "H", "C", "H", "C", "C", "F", "C", "F", "O", "H", "F", "C", "H", "H", "O", "H", "C", "P", "C", "H"], "xyz": [[9.390, 3.691, 5.894], [-8.506, -2.609, 1.036], [6.363, 2.944, 2.863], [0.866, -2.620, -6.027], [-10.512, -1.767, 2.639], [-10.701, -1.542, 1.590], [1.325, 0.069, -0.718], [6.882, -1.267, -1.073], [10.385, 3.671, 4.997], [6.020, 1.369, 1.083], [6.817, -1.744, -2.053], [-6.617, -1.964, 3.788], [4.670, -0.561, 1.041], [-6.559, -0.401, 2.303], [8.960, 4.948, 6.011], [5.164, 2.147, -0.228], [-5.171, 0.076, -1.099], [5.525, 1.183, 0.130], [1.440, 0.250, 1.463], [-1.555, 0.635, -6.180], [4.988, 3.677, 4.811], [-5.647, -1.284, -1.212], [7.951, 1.086, -0.958], [-9.112, -1.563, 2.938], [5.427, 2.213, 5.680], [6.313, -2.158, 0.795], [4.222, -0.371, -0.657], [-5.936, -2.406, 1.789], [-12.026, -3.274, 2.841], [0.682, 0.940, -0.791], [-6.163, -1.421, -2.161], [4.459, 2.097, 4.204], [0.134, 1.778, -5.467], [-10.954, -3.167, 3.000], [-4.424, 0.039, -3.224], [-0.889, -3.324, -4.976], [-3.784, -2.176, -1.843], [0.764, -0.853, -0.854], [5.276, 2.633, 4.687], [6.538, 2.533, 3.857], [-0.949, -0.675, -6.084], [2.051, 0.118, -1.532], [-3.571, 2.164, -0.718], [-6.818, -1.701, 2.496], [6.197, 0.816, -2.317], [-4.902, -3.293, -1.051], [-4.182, 2.041, -1.901], [-0.509, 1.715, -6.344], [7.995, -2.625, 0.194], [-10.439, -3.912, 2.395], [-10.731, -3.378, 4.046], [-0.476, -0.334, -3.907], [8.258, 2.757, 5.427], [-6.379, -1.410, -0.422], [-3.350, 2.477, -2.843], [8.044, 1.681, 5.897], [-4.517, -2.274, -1.043], [-2.199, 0.596, -7.055], [-0.989, 2.681, -6.491], [2.066, 0.018, 0.605], [-11.044, -1.031, 3.237], [4.377, 0.178, 0.285], [7.085, -2.051, 0.034], [0.849, -2.673, -3.869], [-4.594, 0.582, -2.172], [9.868, 3.297, 7.063], [7.603, 3.317, 4.413], [-2.188, 0.813, -5.312], [-5.260, 2.831, -1.895], [-0.466, -1.000, -4.901], [2.411, -1.011, 0.754], [0.126, 1.502, -7.205], [3.221, 0.878, 0.608], [6.859, 1.496, 3.742], [-8.254, -2.035, 2.055], [6.701, 0.473, -1.061], [0.102, -2.431, -4.948], [-3.999, -2.102, -0.099]], "lowdin_charge": [-0.559, 0.166, 0.111, 0.170, -0.187, 0.126, -0.057, -0.345, 0.169, 0.075, 0.094, 0.175, 0.120, 0.171, 0.177, 0.112, 0.043, -0.272, 0.125, -0.179, 0.090, -0.181, 0.044, 0.041, 0.083, 0.079, 0.114, 0.161, 0.085, 0.082, 0.131, 0.080, 0.073, -0.058, 0.163, 0.178, 0.074, 0.083, -0.048, -0.220, 0.045, 0.073, 0.166, -0.549, 0.048, 0.089, -0.551, -0.058, 0.089, 0.078, 0.085, 0.156, -0.392, 0.098, 0.165, 0.177, -0.056, 0.129, 0.086, -0.236, 0.126, -0.320, 0.067, 0.155, -0.405, 0.188, 0.033, 0.118, 0.174, -0.407, 0.113, 0.083, -0.139, 0.118, -0.407, 1.041, -0.551, 0.079]}

No. 3
{"formula": "C22H34F15NO15PSSi2", "method": "ωB97M-V with the def2-TZVPD basis set", "e_tot_ev": -132217.825, "multiplicity": 1, "mol_weight_g_mol": 956.689, "total_charge": -1, "symbols": ["H", "H", "O", "F", "H", "C", "H", "F", "C", "F", "O", "H", "O", "C", "F", "H", "H", "H", "H", "O", "H", "F", "O", "C", "C", "O", "C", "N", "F", "C", "C", "H", "H", "H", "C", "O", "O", "Si", "H", "O", "C", "S", "H", "F", "C", "C", "H", "C", "H", "C", "F", "C", "F", "O", "C", "H", "H", "H", "C", "F", "C", "H", "H", "Si", "H", "C", "F", "O", "H", "F", "H", "O", "P", "H", "H", "H", "F", "C", "F", "O", "C", "H", "H", "H", "H", "H", "O", "H", "C", "F", "O"], "xyz": [[9.194, -0.696, 0.436], [-0.205, 3.527, 0.114], [-2.554, 2.563, -0.749], [1.366, -1.253, 5.619], [0.062, -1.681, -4.155], [-3.944, -7.509, 1.020], [-3.191, 4.011, 0.602], [0.477, 0.454, 6.609], [-2.340, 3.817, -0.051], [-3.387, -0.763, -0.142], [-5.542, -5.751, 1.599], [2.384, -0.138, 3.064], [-1.135, -1.565, 4.285], [0.397, -0.333, 5.546], [-1.346, -4.984, -6.609], [3.641, -0.837, -0.379], [-5.367, -6.498, -0.262], [-3.999, -5.490, 0.239], [-3.256, -7.270, 1.830], [-0.551, -5.428, -3.332], [-2.326, 4.565, -0.839], [-6.716, -3.508, 2.958], [8.762, 4.453, 0.614], [0.040, 8.046, -5.246], [-2.425, -2.157, 3.984], [-1.756, -1.025, 6.394], [-5.993, -4.481, 3.528], [8.217, -0.624, 0.686], [-0.832, -6.824, -5.601], [8.536, 3.440, -0.079], [-4.683, -6.277, 0.554], [-2.209, -2.104, -3.194], [3.443, 3.156, 1.321], [6.579, 0.101, -0.438], [7.577, 0.430, -0.143], [-3.790, -4.719, 2.581], [-3.406, 1.584, 1.108], [4.598, 2.302, 1.687], [-2.220, -2.876, 3.198], [8.894, 3.149, -1.253], [0.698, 8.306, -3.911], [4.887, -1.244, 2.175], [0.731, -2.976, -3.153], [-2.043, 0.076, -1.606], [1.334, 6.169, -3.178], [-0.054, -2.223, -3.217], [-1.019, 7.825, -5.114], [-3.376, -1.081, 3.519], [4.889, 2.467, 3.126], [-3.157, 0.300, -0.905], [1.639, 3.946, -2.429], [-0.991, -1.020, 5.474], [0.605, 0.409, 4.451], [0.509, 7.191, -3.007], [-3.048, 1.576, -0.033], [8.127, 0.636, -1.061], [-1.123, 3.044, 1.538], [-0.878, 4.760, 1.195], [-4.948, -5.009, 2.513], [-2.846, -6.045, -5.462], [-1.424, -2.853, -3.141], [-1.555, -3.435, -2.229], [7.785, 1.882, 2.190], [7.458, 2.087, 0.749], [-4.646, -8.267, 1.366], [-1.057, 3.785, 0.742], [1.482, 5.490, -0.920], [2.206, 6.060, -3.985], [0.513, 7.208, -5.757], [-4.175, 0.426, -1.769], [-3.578, -0.359, 4.310], [2.318, 0.258, 2.188], [3.783, 0.187, 1.488], [-3.368, -7.920, 0.191], [7.807, -1.527, 0.491], [0.076, -1.523, -2.392], [-0.278, 4.849, -2.010], [-1.546, -5.710, -5.508], [-6.826, -5.444, 3.925], [3.369, 0.031, -0.062], [-1.169, -4.927, -4.224], [0.134, 8.931, -5.876], [1.766, 8.491, -4.017], [-4.323, -1.520, 3.205], [-2.947, -0.547, 2.671], [-2.792, -2.695, 4.857], [-1.672, -3.710, -4.286], [0.243, 9.147, -3.394], [1.041, 5.081, -2.114], [-5.384, -3.980, 4.596], [5.829, 2.587, 0.697]], "lowdin_charge": [0.047, 0.072, 0.045, 0.169, 0.088, -0.057, 0.124, 0.179, -0.185, 0.166, 0.038, 0.022, 0.039, -0.546, 0.168, 0.052, 0.126, 0.124, 0.079, 0.169, 0.112, 0.165, -0.127, -0.062, -0.185, 0.166, -0.552, -0.078, 0.174, -0.812, -0.183, 0.115, -0.044, 0.047, -0.353, 0.163, 0.164, 0.422, 0.109, -0.135, -0.191, 0.223, 0.081, 0.165, -0.400, -0.051, 0.082, -0.041, -0.031, -0.544, 0.192, -0.409, 0.158, 0.028, -0.406, 0.059, 0.082, 0.092, -0.398, 0.158, -0.187, 0.125, 0.004, 0.608, 0.084, -0.051, 0.170, 0.181, 0.079, 0.163, 0.086, -0.288, 0.038, 0.085, 0.030, 0.078, 0.146, -0.552, 0.171, -0.262, -0.411, 0.082, 0.127, 0.075, 0.066, 0.120, 0.035, 0.124, -0.546, 0.174, -0.432]}